(1)
Density functional theory data (ωB97M-V with the def2-TZVPD basis set) for C28H26Cl2FN6O7PSW as an isolated structure.

Each line ends with the Löwdin charge.
Cartesian coordinates (Å):
C (3.0918, -3.6891, -1.2832)  -0.083
C (7.1172, -0.5774, -0.5798)  -0.032
H (-0.8755, -2.2167, -3.3823)  0.054
H (2.3883, -4.5131, -1.4066)  0.085
O (-1.4267, -0.8624, 0.4763)  -0.258
N (-1.4186, 1.4688, 2.5191)  0.093
H (-5.7228, 0.6487, 3.4366)  0.169
O (-4.6886, -1.4756, 2.7846)  0.078
H (5.2388, -1.4682, -0.0631)  0.108
C (7.0200, 1.7199, -1.3069)  -0.032
H (7.5247, 2.6121, -1.6528)  0.118
C (2.3632, 0.4533, -0.4149)  -0.283
C (-2.4305, 1.6863, 3.4229)  -0.054
C (5.7482, -0.5813, -0.4154)  -0.026
H (0.8074, -4.3123, 0.7818)  0.088
C (-2.2662, 4.5289, -2.1177)  -0.106
C (-0.6525, 0.4477, 2.9172)  -0.684
H (-4.2958, -2.0146, -0.5795)  0.139
H (0.4035, -0.9680, 5.0428)  0.090
H (5.0728, 2.6041, -1.3601)  0.117
C (-0.9333, 2.1861, -2.6234)  -0.540
C (-1.5108, 2.8574, -3.6796)  -0.093
C (4.9864, 0.5642, -0.6968)  -0.245
C (-4.8077, 1.8598, 0.5285)  -0.192
O (1.1397, -2.1884, -2.8154)  -0.316
H (-1.4450, 2.4579, -4.6821)  0.110
O (-2.0997, -1.4263, -1.5965)  0.003
C (-0.0888, -3.8118, 0.4125)  -0.096
S (0.8460, -0.0072, 2.1822)  0.687
C (-1.6715, 3.8334, -1.0819)  -0.599
H (-2.6455, 4.5923, -4.2252)  0.106
H (-2.8036, 5.4414, -1.9003)  0.109
Cl (-0.0968, 0.6758, -2.8252)  0.823
C (-4.2696, 0.7324, 0.0574)  0.065
C (-5.3866, 1.9174, 1.8651)  -0.424
O (0.0966, -3.4113, -0.9524)  -0.305
H (-0.7595, -2.0402, 4.2374)  0.097
C (-0.9747, 2.6414, -1.3033)  -0.441
W (0.3246, 0.2427, -0.1564)  0.962
H (-2.8519, 0.5768, 5.2899)  0.129
C (-0.6493, -1.1275, 4.8200)  -0.009
N (-0.3855, 1.8895, -0.3328)  -0.212
C (0.0861, -2.5911, -3.7173)  -0.093
O (2.4431, -2.5306, -0.7340)  -0.315
H (3.8687, -3.9726, -0.5782)  0.089
H (-0.9259, -4.5055, 0.4262)  0.095
N (10.3311, 0.5817, -1.3384)  0.143
C (7.7647, 0.5744, -1.0283)  -0.246
C (-4.7464, -0.4938, 2.0742)  -0.479
H (7.6984, -1.4635, -0.3608)  0.117
H (-3.8235, 0.6853, -0.9289)  0.158
N (-4.2360, -0.4313, 0.7965)  0.018
H (-0.3158, -2.9522, 1.0462)  0.060
O (-5.8360, 2.8976, 2.4124)  0.101
P (0.9959, -2.1053, -1.2360)  0.668
Cl (-1.8127, 4.4132, 0.5496)  0.715
H (-3.5396, -2.3572, 0.9991)  0.130
H (-1.2096, -1.2163, 5.7462)  0.095
C (-2.1804, 4.0457, -3.4169)  -0.082
H (3.5346, -3.4372, -2.2446)  0.092
C (-3.6444, -1.6254, 0.2019)  -0.021
N (-5.3477, 0.6784, 2.4993)  0.212
H (0.3499, -2.1789, -4.6872)  0.090
C (-2.2776, -1.2960, -0.3964)  -0.645
N (-1.1736, 0.0013, 4.0701)  -0.100
H (0.0597, -3.6783, -3.7687)  0.091
C (5.6494, 1.7155, -1.1430)  -0.025
C (3.5778, 0.5332, -0.5326)  -0.115
F (-4.8283, 2.9800, -0.1968)  0.089
C (-2.2799, 0.7649, 4.3994)  -0.029
H (-3.1481, 2.4785, 3.3038)  0.120
C (9.1892, 0.5785, -1.2002)  -0.196
H (-1.2352, 1.9603, 1.6426)  0.070

Computed properties:
Lowest unoccupied orbital energy (eV): 0.03
Kohn-Sham gap (eV): 6.5506
E (hartree): -3764.789750
ΔE to the lowest compared entry with this formula, charge and spin (kcal/mol): 24.2
Net charge: 0

(2)
Density functional theory data (ωB97M-V with the def2-TZVPD basis set) for C28H26ClF3N9O4S3Zr as an isolated structure.

Each line ends with the natural charge from an NBO analysis.
Cartesian coordinates (Å):
C (1.2129, 3.0758, 1.3292)  0.063
C (1.3432, -3.5277, -1.2626)  -0.256
H (1.9096, -4.7077, 1.1802)  0.189
S (-2.5683, 0.7814, 7.3381)  0.994
H (1.9773, -3.1840, -2.0762)  0.235
C (-2.1818, 3.8117, 2.2785)  -0.234
H (-2.5469, 3.9650, 4.3935)  0.254
C (-1.7821, 2.9570, 1.2567)  0.111
N (-1.4108, -0.9758, 1.6837)  -0.535
C (-2.1919, 1.3242, 5.0739)  0.105
H (-1.9713, -4.0764, 2.8159)  0.246
H (0.4366, -2.1081, -3.8309)  0.194
F (4.6722, 5.4822, 1.2939)  -0.310
S (-1.2085, 1.6870, -2.1045)  -0.216
F (3.0206, 6.8691, 1.3116)  -0.312
C (-2.1425, -0.0866, 5.1874)  0.093
C (-3.4344, 2.4491, -3.4272)  0.230
C (3.2932, -2.9006, -0.0478)  0.096
H (2.6904, 4.7447, -1.7402)  0.245
H (3.6455, -2.6069, 0.9474)  0.165
C (3.5959, 5.8855, 0.6082)  0.967
H (1.4386, -4.6248, -1.2393)  0.194
C (-2.2626, 3.3297, 3.5649)  -0.088
O (1.0477, 0.0933, 1.3855)  -0.911
C (-5.1592, 0.8345, -1.8388)  0.231
H (-2.1468, -0.9521, -2.8928)  0.226
O (3.6734, -1.9534, -1.0267)  -0.739
C (-2.0195, 1.9730, 3.7904)  -0.092
O (1.4845, 0.1277, -0.8694)  -0.898
N (0.8526, 2.6378, 0.1173)  -0.490
C (2.2849, 4.2922, -0.8473)  -0.169
C (-1.8046, -1.9330, -2.5769)  -0.414
H (0.3521, -3.8867, 1.1175)  0.193
C (-0.1050, -3.2212, -1.5821)  -0.213
C (1.4270, -3.7205, 1.1449)  -0.421
C (-3.7437, 0.8481, -1.6207)  -0.242
H (2.3481, 4.4373, 2.5268)  0.246
N (-0.4692, -1.8201, -1.9382)  -0.488
H (3.7205, -3.8877, -0.2870)  0.153
S (-3.1552, -0.1412, -0.3274)  -0.192
H (1.1052, 2.8564, -1.9150)  0.224
H (4.6126, -2.0486, -1.2179)  0.493
H (-0.3639, -3.8517, -2.4417)  0.208
N (-6.2981, 0.8261, -1.9926)  -0.237
C (1.3936, 3.2337, -0.9434)  0.059
C (-2.9335, 1.6202, -2.3779)  -0.273
H (-2.5272, -2.3462, -1.8792)  0.219
H (1.6652, -3.1814, 2.0630)  0.211
C (0.4466, -1.3720, -3.0193)  -0.438
N (-1.4902, 1.6770, 1.4694)  -0.546
H (-2.4115, 4.8412, 2.0446)  0.251
H (-1.6735, 3.3050, 0.2393)  0.247
C (-1.6756, 1.1712, 2.7027)  0.257
C (-1.9108, -0.9209, 4.0264)  0.002
Zr (-0.5591, 0.2533, -0.1465)  1.912
C (-1.5624, -2.2920, 1.7065)  0.086
H (0.0924, -0.4222, -3.4105)  0.232
F (4.0138, 6.3982, -0.5484)  -0.307
C (2.6316, 4.7415, 0.4102)  -0.077
C (-2.0142, -2.3133, 4.0441)  -0.103
C (2.0885, 4.1219, 1.5255)  -0.217
H (1.4585, -1.2483, -2.6547)  0.236
H (-1.4578, -2.7996, 0.7597)  0.217
N (-3.8267, 3.1107, -4.2817)  -0.240
H (-0.7640, -3.5561, -0.7807)  0.185
H (-2.2444, -2.8183, 4.9731)  0.254
N (1.8448, -2.9466, -0.0190)  -0.473
H (0.8003, 2.5490, 2.1791)  0.207
N (-2.3630, -0.5232, 6.4165)  -0.583
Cl (2.2664, -0.0801, 0.4446)  1.964
C (-1.6186, -0.2816, 2.8225)  0.164
H (-1.7321, -2.5834, -3.4539)  0.193
C (-1.8592, -3.0028, 2.8645)  -0.225
O (3.2003, 0.9820, 0.6282)  -0.732
N (-2.4494, 1.9334, 6.2190)  -0.579

Computed properties:
Lowest unoccupied orbital energy (eV): -4.02
Kohn-Sham gap (eV): 6.6519
E (hartree): -3877.528814
Net charge: +1

(3)
Density functional theory data (ωB97M-V with the def2-TZVPD basis set) for C28H26F3GdN4O14S6 as an isolated structure.

Each line ends with the Mulliken spin population.
Cartesian coordinates (Å):
C (-0.7820, -4.4267, 2.0783)  -0.002
C (5.7905, 0.0789, 0.4611)  -0.001
H (-0.9008, 0.2363, 4.7270)  0.000
H (1.5045, 0.8978, 4.6535)  0.000
S (1.4309, 2.9508, -0.4390)  -0.001
C (-2.8233, 0.8128, 2.2398)  -0.001
C (1.5663, 2.8172, 2.3810)  0.000
C (7.2150, 0.2355, 0.8888)  0.000
O (0.9434, -2.1980, -1.8183)  -0.047
O (-1.3096, -6.6804, 3.4772)  0.000
F (7.9980, -0.8112, 0.5582)  0.000
N (-4.0455, -2.7215, 0.0893)  0.000
N (3.0827, -0.1493, -0.1695)  -0.021
C (2.1884, 3.4681, 1.1609)  0.000
H (3.3723, 1.4089, -1.4778)  -0.001
F (7.8294, 1.3200, 0.3770)  0.000
O (-2.9646, -1.9065, -2.3157)  -0.001
S (1.8708, 1.0021, 2.2821)  0.000
N (-2.1908, -6.3049, 2.7066)  0.000
O (-4.1808, -1.5230, 0.2566)  0.000
H (-3.9002, 2.8900, -6.4240)  0.000
H (1.2279, -0.6370, 3.7847)  0.000
H (-0.8323, 4.1594, 1.3852)  0.000
N (-1.4229, 0.1247, -2.0807)  -0.048
H (5.7587, 1.7417, -0.9027)  0.000
H (-2.3837, 3.3042, -4.4868)  0.000
C (-2.7228, 2.3088, -4.7352)  -0.001
S (-1.7211, 2.2598, 0.1803)  0.004
H (-2.0139, 2.7843, 2.5398)  0.000
Gd (0.4443, -0.4517, -0.8059)  7.278
H (-4.6733, 0.6089, -6.9197)  0.000
C (-0.4752, 0.6773, 3.8236)  0.001
C (-2.3343, 1.2355, -3.9501)  -0.006
C (-2.6084, 2.2440, 1.8036)  0.001
O (-1.4924, -1.5196, 0.0631)  -0.027
C (-2.8821, -3.3451, 0.6252)  -0.001
C (3.6754, -1.0073, 0.6625)  0.001
C (-3.0361, -4.5772, 1.2190)  -0.002
S (1.8164, -1.4258, -2.7664)  -0.005
O (-3.2508, -6.9187, 2.5791)  0.000
C (0.1171, 4.2186, -0.5551)  0.000
C (-2.7697, -0.0468, -4.2313)  -0.001
C (-1.0843, 3.9892, 0.3390)  0.001
C (-3.5851, -0.2979, -5.3114)  0.000
H (-3.5638, 2.7583, 1.6850)  0.000
C (5.1927, 0.9463, -0.4465)  -0.001
C (-1.9970, -5.1298, 1.9705)  -0.001
C (3.8498, 0.7814, -0.7357)  0.003
F (7.3493, 0.3626, 2.2316)  0.000
O (-0.9843, 2.3302, -2.3042)  0.001
H (-0.1926, 4.1524, -1.5920)  0.000
O (1.3211, 0.0054, -2.6671)  -0.025
O (-0.9452, -1.8221, -3.6886)  -0.001
O (1.5653, -3.0309, 2.4420)  -0.002
H (0.4931, 2.9822, 2.4000)  0.000
C (5.0178, -0.9422, 0.9986)  0.000
H (0.5724, 5.1916, -0.3613)  0.000
C (-3.5653, 2.0646, -5.8097)  0.000
H (-3.3825, 0.2593, 1.4842)  0.000
O (1.8455, -1.9161, -4.1220)  -0.001
H (3.0574, -1.7804, 1.1036)  0.000
C (0.7346, -2.5045, 1.6988)  -0.018
H (-3.9142, -1.3015, -5.5303)  0.000
H (3.2355, 3.1812, 1.0769)  0.000
H (2.1102, 4.5538, 1.2197)  0.000
H (-3.9905, -5.0851, 1.1685)  0.000
C (-1.4973, 1.2804, -2.7145)  -0.005
H (5.4371, -1.6547, 1.6905)  0.000
S (-1.2587, -0.1219, 2.3513)  0.002
H (0.0087, -4.8321, 2.6946)  0.000
H (2.0123, 3.2142, 3.2954)  0.000
S (-1.9751, -1.1179, -2.9977)  -0.007
C (1.0206, 0.4322, 3.7916)  0.000
O (-4.9111, -3.4337, -0.3915)  0.000
H (-0.6931, 1.7424, 3.8165)  0.000
C (-0.5813, -3.2345, 1.4457)  0.006
C (-1.6231, -2.6183, 0.6481)  0.000
O (0.8707, -1.3399, 1.2009)  -0.069
C (-3.9977, 0.7770, -6.0916)  0.000
O (3.1769, -1.4110, -2.1752)  0.001
H (-3.3488, 0.7656, 3.1944)  0.000
H (-1.8952, 4.6689, 0.0667)  0.000

Computed properties:
Lowest unoccupied orbital energy (spin up / spin down) (eV): 3.55 / 3.55
Kohn-Sham gap (spin up / spin down) (eV): 6.7597 / 6.7656
2S+1: 8
E (hartree): -5809.446051
<S²>: 15.8407
Net charge: -2

(4)
Density functional theory data (ωB97M-V with the def2-TZVPD basis set) for C28H26IrN2O2S2 as an isolated structure.

Each line ends with the Mulliken spin population.
Cartesian coordinates (Å):
H (-3.4769, -2.9488, -1.1341)  0.000
H (0.1121, 0.4591, 5.6499)  0.000
C (-2.2457, 1.6727, 6.1804)  0.000
C (-2.5067, 1.2902, 3.7056)  -0.001
C (-2.3693, -0.0524, -2.4756)  0.002
C (0.0005, 0.0828, 3.5548)  -0.001
O (-0.4507, 0.4573, 0.0200)  0.004
H (1.3784, -1.5345, 3.1394)  0.000
H (-1.7047, 2.5741, 6.4752)  0.000
C (1.3786, -0.5283, 3.5472)  0.000
C (-4.5947, 0.2098, -1.6057)  0.000
O (0.4948, -1.2292, 0.9862)  -0.002
H (1.7737, -0.5558, 4.5618)  0.000
C (4.3955, -3.2257, -1.4890)  0.000
S (2.5017, 0.9560, -0.0320)  0.216
C (-4.5878, -1.1151, -1.1975)  0.000
C (-2.9064, 1.0419, 1.2576)  0.005
C (-3.4747, 0.7453, -2.2274)  0.000
S (1.3620, 0.3759, -2.9461)  0.387
C (-0.4961, 0.5644, 4.7580)  0.000
C (4.0925, 3.8720, -2.2302)  0.058
H (-3.4881, 1.7481, 3.7623)  0.000
H (-1.6271, -3.3432, -2.4871)  0.000
H (0.4355, -4.1368, -2.6260)  0.000
C (-2.0434, 0.8521, 2.4710)  -0.008
H (5.4256, -3.5373, -1.4358)  0.000
H (-3.9234, 1.2990, 1.5530)  0.000
C (-1.7459, 1.1631, 4.8571)  0.000
H (4.1473, 3.2593, -0.1857)  -0.002
H (4.7489, 4.7175, -2.0707)  0.005
H (-1.5107, 0.3617, -2.9916)  0.002
H (-5.4664, 0.8273, -1.4313)  0.000
C (3.9063, -1.9641, -1.1321)  0.006
H (2.0613, 0.0673, 2.9362)  0.001
C (-2.3614, -1.3904, -2.0924)  -0.003
N (0.0489, -2.2366, -1.9103)  0.003
C (3.5863, 3.6160, -3.5220)  0.006
H (-3.4690, 1.7826, -2.5367)  0.000
C (3.3087, -3.9832, -1.9229)  0.004
C (2.7573, 2.5508, -3.7310)  0.021
C (2.1934, -3.1514, -1.8138)  0.002
H (-3.3058, 1.9185, 6.1346)  0.000
C (-0.2577, -0.2059, 1.0875)  0.003
C (2.4050, 1.6999, -2.6583)  0.047
H (2.3609, 2.3377, -4.7158)  -0.003
C (2.9059, 1.9548, -1.3650)  0.101
C (3.7616, 3.0633, -1.1780)  -0.037
H (-2.9412, 0.1405, 0.6497)  -0.001
H (-2.5159, 1.8333, 0.6181)  -0.001
H (-5.4523, -1.5362, -0.7005)  0.000
N (2.5824, -1.9262, -1.3313)  0.028
C (-1.2689, -2.3132, -2.5615)  0.000
H (-1.1113, -2.1087, -3.6256)  0.000
H (-2.0985, 0.9319, 6.9671)  0.000
H (4.4389, -1.1082, -0.7512)  -0.009
C (-0.7892, 0.2341, 2.4002)  0.010
Ir (1.0958, -0.6365, -0.9671)  0.157
H (3.8568, 4.2632, -4.3454)  0.002
H (3.3163, -5.0021, -2.2751)  0.000
C (0.8284, -3.2467, -2.1383)  -0.003
C (-3.4714, -1.9067, -1.4328)  0.000

Computed properties:
Lowest unoccupied orbital energy (spin up / spin down) (eV): 0.33 / -2.14
Kohn-Sham gap (spin up / spin down) (eV): 7.9791 / 5.6610
2S+1: 2
E (hartree): -2243.370111
ΔE to the lowest compared entry with this formula, charge and spin (kcal/mol): 0.0
<S²>: 0.7657
Net charge: 0